{"formula": "C24H31N2O3PS6Ta", "method": "ωB97M-V/def2-TZVPD", "species": ["Ta", "C", "C", "O", "P", "S", "S", "O", "C", "C", "H", "H", "H", "H", "H", "H", "H", "H", "H", "H", "S", "C", "N", "C", "C", "N", "C", "C", "C", "C", "C", "C", "C", "C", "S", "C", "C", "C", "C", "C", "C", "C", "H", "H", "H", "H", "H", "H", "H", "H", "H", "H", "H", "H", "H", "H", "H", "H", "H", "H", "C", "O", "C", "S", "S", "H", "H", "H"], "positions_angstrom": [[2.359692, 6.030935, 18.685838], [6.645111, 3.876129, 20.680893], [5.974926, 4.766194, 21.716392], [4.614539, 4.325740, 21.935409], [3.291134, 4.615813, 21.250380], [3.006335, 6.609624, 20.870867], [2.944023, 3.743612, 19.499945], [2.224724, 4.221681, 22.317506], [2.240777, 2.808849, 22.799013], [0.835468, 2.256175, 22.884510], [7.520151, 4.384100, 20.271004], [5.962425, 3.740759, 19.851682], [6.986998, 2.873601, 20.991725], [5.980309, 5.860623, 21.419795], [6.469802, 4.688994, 22.631378], [2.804122, 2.795506, 23.737739], [2.735250, 2.290719, 21.991559], [0.304066, 2.853035, 23.582771], [0.797995, 1.177066, 23.152661], [0.230861, 2.326077, 21.935928], [3.476569, 4.900612, 16.719488], [4.307625, 6.015253, 15.807289], [4.978459, 5.683725, 14.755824], [5.933495, 6.665823, 14.281100], [5.421180, 8.093407, 14.341468], [4.728477, 8.356129, 15.512192], [4.233654, 9.758375, 15.670601], [2.785911, 9.746200, 15.371629], [2.034384, 10.876324, 15.679057], [0.673945, 10.926322, 15.388476], [0.044282, 9.879347, 14.733397], [0.770705, 8.786031, 14.372183], [2.097780, 8.715444, 14.729855], [4.317932, 7.432705, 16.300442], [3.561023, 7.928337, 17.791048], [4.896444, 4.350058, 14.064872], [3.482242, 3.950471, 13.720092], [2.587088, 4.911624, 13.255786], [1.322375, 4.554868, 12.934019], [0.953731, 3.211220, 12.971609], [1.899870, 2.242686, 13.222788], [3.156057, 2.601440, 13.658330], [6.257946, 6.397409, 13.231161], [6.808538, 6.465488, 14.967712], [4.933590, 8.332380, 13.469852], [6.308207, 8.752595, 14.307805], [4.735537, 10.416939, 14.998105], [4.433691, 10.082042, 16.705665], [2.554226, 11.719572, 16.167992], [0.086719, 11.727930, 15.763928], [-1.004855, 9.976069, 14.505137], [0.260301, 7.956209, 13.828584], [2.692518, 7.863066, 14.410253], [5.294288, 3.638523, 14.814501], [5.539150, 4.415736, 13.172900], [2.855347, 5.973588, 13.067005], [0.617299, 5.276593, 12.596031], [-0.080427, 2.854912, 12.768830], [1.656754, 1.165967, 13.251551], [3.979576, 1.980063, 13.946740], [-2.573409, 5.664130, 16.774432], [-1.692333, 6.667271, 17.434882], [-0.638028, 6.247662, 18.015881], [0.486563, 7.463021, 18.650563], [0.021591, 4.753557, 17.941880], [-3.449511, 5.493970, 17.382342], [-2.110336, 4.652198, 16.696218], [-2.701719, 6.086929, 15.768043]], "atomic_forces_ev_per_a": [[-1.1, -1.5, -1.2], [0.3, 0.1, -0.4], [0.1, 0.7, -2.0], [1.3, -0.3, 0.9], [-1.5, 1.1, 0.3], [0.4, 0.0, 0.8], [0.2, -0.6, -0.1], [-0.3, -0.2, 0.4], [-0.3, -0.1, -0.9], [-0.6, -0.3, -1.0], [0.0, 0.0, 0.1], [-0.1, -0.1, -0.3], [-0.4, 0.6, 0.4], [-0.2, -1.3, 0.2], [0.5, -0.1, 1.6], [-0.2, -0.1, -0.3], [0.6, -0.6, 0.2], [-0.7, 0.2, 0.9], [0.4, 0.8, 0.1], [1.0, 0.1, 0.6], [-0.6, -0.7, 0.0], [-0.1, -0.1, 1.3], [-0.5, 0.1, -1.6], [2.1, -0.8, -0.4], [3.7, -1.2, -0.3], [-0.7, 1.9, 0.8], [0.2, -1.0, 1.1], [-2.3, 0.6, -0.5], [0.4, 0.5, 0.4], [0.6, -0.4, 0.4], [-0.4, 1.1, 0.3], [-0.5, -1.5, -0.6], [1.6, -0.4, -0.4], [-0.9, -0.1, 1.4], [0.9, -0.2, -0.7], [0.1, 0.1, 1.1], [0.2, 0.6, -0.8], [1.1, 1.2, 0.0], [-1.2, -1.1, -0.3], [-1.1, -0.6, -0.4], [-0.1, -1.6, 1.0], [0.8, 1.6, 0.2], [-0.4, 0.4, 1.2], [-0.4, 0.8, -0.9], [-1.9, 0.6, -1.9], [-0.2, -0.3, 0.1], [0.7, 0.2, -0.5], [0.0, -0.1, -0.5], [-0.6, -0.4, -0.2], [-0.3, 0.8, 0.0], [-0.1, -0.1, 0.0], [0.7, 0.7, 0.5], [-0.4, -0.2, 0.0], [0.1, 0.1, -0.6], [-0.2, -0.1, 0.5], [0.1, -0.8, 0.5], [-0.4, 0.5, -0.1], [0.9, 0.6, 0.0], [-0.1, 0.8, -0.3], [-0.2, -1.0, 0.0], [0.9, -0.5, -0.5], [-1.2, -0.8, 0.2], [1.5, 1.6, -0.5], [-1.5, 0.9, 0.1], [1.3, -1.6, 0.4], [-0.4, 0.7, 0.0], [0.1, 1.0, 0.0], [-0.5, -0.2, 0.6]], "mulliken_charge": [1.023, -0.841, -0.261, -0.335, 1.021, -0.368, -0.370, -0.249, -0.181, -1.213, 0.369, 0.163, 0.292, 0.266, 0.316, 0.299, 0.385, 0.350, 0.369, 0.234, -0.234, 0.896, 0.163, -0.781, -0.533, -0.073, -2.017, 0.969, -0.820, -0.812, -0.434, -0.638, 1.375, -0.303, -0.264, -1.209, 0.771, 0.204, -0.662, -0.644, -0.597, -0.633, 0.396, 0.367, 0.442, 0.469, 0.642, 0.538, 0.401, 0.433, 0.454, 0.354, -0.507, 0.464, 0.392, 0.213, 0.550, 0.392, 0.355, 0.469, -0.666, -0.271, 0.714, -0.191, -0.322, 0.292, 0.362, 0.262], "spin_multiplicity": 2, "homo_ev": [-13.40, -14.09], "s_squared": 0.755, "homo_lumo_gap_ha": [0.2176, 0.2450], "energy_ha": -4055.469075, "e_lumo_ev": [-7.48, -7.43], "largest_force_ev_per_a": 3.869, "charge": 2}

{"formula": "C3H9N3O6", "method": "ωB97M-V/def2-TZVPD", "species": ["C", "N", "O", "O", "H", "H", "H", "C", "N", "O", "O", "H", "H", "H", "C", "N", "O", "O", "H", "H", "H"], "positions_angstrom": [[2.763578, 0.510281, -0.409359], [3.267546, -0.880995, -0.606271], [4.464808, -1.068048, -0.491195], [2.506026, -1.836837, -0.904790], [3.001941, 1.161099, -1.250616], [3.159702, 0.927436, 0.516469], [1.676637, 0.431701, -0.430925], [-2.320221, 8.105752, 2.695200], [-1.250098, 7.176501, 2.173205], [-0.940814, 6.270621, 2.925760], [-0.909102, 7.359843, 0.966081], [-3.256692, 7.959696, 2.156878], [-1.917264, 9.083240, 2.430134], [-2.367924, 8.013841, 3.780265], [-0.674230, -7.778837, -1.509961], [-1.762357, -7.390726, -2.503943], [-2.308560, -8.287496, -3.240487], [-2.041648, -6.184767, -2.498001], [0.332391, -7.635015, -1.902555], [-0.811131, -8.827122, -1.244521], [-0.612588, -7.110168, -0.651368]], "atomic_forces_ev_per_a": [[-1.2, -0.1, -0.2], [0.2, -2.7, -0.9], [-0.3, 0.8, 0.2], [0.6, 2.7, 0.7], [0.6, -0.4, 0.0], [0.0, -0.3, -0.2], [0.1, 0.0, 0.4], [1.2, 0.9, -0.2], [-1.1, -0.2, -1.9], [0.6, 0.6, -1.1], [-0.3, -0.7, 3.3], [0.2, -0.3, 0.1], [-0.3, 0.1, 0.1], [-0.2, -0.3, -0.3], [0.2, -0.5, -0.1], [-1.0, -0.2, -1.0], [2.0, 2.9, 2.5], [0.2, -2.2, -0.4], [-0.3, -0.2, -0.9], [-0.1, 0.2, 0.0], [-1.0, 0.0, -0.1]], "mulliken_charge": [-0.637, 0.776, -0.486, -0.494, 0.275, 0.267, 0.299, -0.635, 0.776, -0.481, -0.493, 0.261, 0.275, 0.297, -0.670, 0.748, -0.482, -0.466, 0.283, 0.287, 0.299], "homo_ev": -10.97, "homo_lumo_gap_ha": 0.3974, "energy_ha": -735.088461, "e_lumo_ev": -0.16, "largest_force_ev_per_a": 4.351}

{"formula": "C18H62F6NO23S2", "method": "ωB97M-V/def2-TZVPD", "species": ["C", "F", "F", "F", "S", "O", "O", "N", "S", "O", "O", "C", "F", "F", "F", "O", "H", "H", "O", "H", "H", "O", "H", "H", "O", "H", "H", "C", "C", "C", "O", "C", "O", "O", "H", "H", "H", "H", "H", "H", "C", "O", "H", "H", "H", "H", "C", "O", "H", "H", "H", "H", "C", "O", "H", "H", "H", "H", "C", "O", "H", "H", "H", "H", "C", "O", "H", "H", "H", "H", "C", "O", "H", "H", "H", "H", "C", "O", "H", "H", "H", "H", "C", "O", "H", "H", "H", "H", "C", "O", "H", "H", "H", "H", "C", "O", "H", "H", "H", "H", "C", "O", "H", "H", "H", "H", "C", "O", "H", "H", "H", "H"], "positions_angstrom": [[-11.295756, 15.485406, -0.310170], [-10.972498, 14.840575, -1.420979], [-11.861487, 14.663528, 0.555135], [-10.168882, 16.005395, 0.139461], [-12.664623, 16.872088, -0.730651], [-12.950723, 17.482717, 0.584135], [-11.942474, 17.801435, -1.653835], [-13.829105, 15.849112, -1.500400], [-15.088821, 16.739718, -1.329348], [-15.520425, 17.067511, 0.073476], [-15.087143, 17.909731, -2.220100], [-16.403841, 15.531088, -1.987664], [-16.114220, 15.172483, -3.242350], [-16.433207, 14.433961, -1.179026], [-17.580750, 16.095956, -1.895133], [-13.150791, 14.577827, -3.728874], [-13.293768, 15.127037, -2.958061], [-12.908438, 15.193477, -4.420590], [-11.432056, 12.540130, -3.046612], [-10.904972, 12.970654, -3.719710], [-10.803879, 12.018523, -2.547051], [-15.189686, 12.721059, -3.856564], [-15.916959, 12.369004, -3.343360], [-15.604858, 13.106413, -4.628171], [-13.581486, 13.085129, -1.468873], [-13.717126, 14.014629, -1.284865], [-13.564908, 12.669728, -0.606657], [-7.315132, 16.450693, 6.378700], [-8.409248, 16.445711, 5.310601], [-9.082642, 17.819290, 5.052560], [-9.152031, 17.928572, 3.676958], [-8.297376, 17.065882, 3.137702], [-8.102955, 16.988055, 1.948918], [-7.765433, 16.226604, 4.038893], [-6.474213, 17.127430, 6.227078], [-6.809738, 15.524050, 6.650744], [-7.676244, 16.826002, 7.336216], [-9.146458, 15.653589, 5.441610], [-8.451384, 18.609130, 5.459699], [-10.052557, 17.691819, 5.533293], [-14.591231, 20.523386, 1.105659], [-15.613494, 21.293476, 0.425244], [-14.372626, 20.947472, 2.085680], [-14.892180, 19.493478, 1.297523], [-13.617816, 20.504594, 0.615540], [-15.256006, 22.173728, 0.287516], [-18.239409, 12.394894, -2.723091], [-17.189515, 11.527187, -2.276527], [-18.030645, 12.856464, -3.688213], [-19.231351, 11.945155, -2.766744], [-18.391611, 13.211320, -2.017128], [-17.533824, 10.840725, -1.700496], [-9.806475, 13.672312, 2.685824], [-10.468382, 12.469374, 2.701218], [-9.080842, 13.679264, 3.499154], [-9.204760, 13.765661, 1.781766], [-10.574296, 14.445603, 2.709567], [-9.749070, 11.835588, 2.651298], [-19.300393, 17.392188, 0.355759], [-18.507060, 17.274144, 1.510605], [-18.832388, 17.881145, -0.498638], [-19.706440, 16.446821, -0.004117], [-20.192659, 17.988971, 0.544996], [-18.205678, 18.165817, 1.699519], [-13.564288, 17.363950, -5.457429], [-12.916689, 16.342686, -6.158354], [-14.211684, 17.002856, -4.658318], [-12.853687, 18.114028, -5.110257], [-14.253019, 17.957395, -6.058737], [-12.195954, 16.799260, -6.598440], [-15.162190, 14.931979, 2.743763], [-16.219637, 14.710372, 1.759102], [-15.292948, 15.927066, 3.168970], [-15.392606, 14.193685, 3.511822], [-14.135611, 14.943292, 2.377548], [-16.259850, 15.521903, 1.247826], [-10.674055, 20.167746, 0.749840], [-10.885985, 21.038081, 1.811636], [-10.618998, 19.139616, 1.107640], [-11.452174, 20.228864, -0.011001], [-9.709882, 20.316454, 0.263670], [-11.158399, 21.850280, 1.378378], [-6.436648, 14.253330, 0.732646], [-7.377124, 15.055202, 0.072696], [-5.646909, 14.930915, 1.057133], [-6.798546, 13.658400, 1.571209], [-5.946049, 13.665643, -0.043265], [-7.867853, 15.552197, 0.731316], [-17.808670, 17.125572, -5.385911], [-18.159573, 18.491772, -5.789686], [-18.096052, 16.433213, -6.177215], [-16.796747, 16.982359, -5.006956], [-18.461888, 16.979168, -4.525700], [-17.515567, 18.705288, -6.468858], [-13.155975, 20.617513, -2.706357], [-14.081532, 20.179814, -3.535921], [-13.218549, 21.662197, -2.401701], [-13.201064, 20.092942, -1.751947], [-12.209392, 20.392015, -3.197509], [-14.557098, 19.460136, -3.114612], [-9.493665, 11.732302, -0.803746], [-9.839808, 10.712535, -1.743327], [-8.711436, 11.397197, -0.122626], [-9.112718, 12.641173, -1.269506], [-10.368804, 11.991678, -0.207961], [-9.885752, 9.879156, -1.269024], [-12.425033, 17.734269, 3.888313], [-12.744107, 18.530046, 4.984010], [-11.850214, 16.850720, 4.165852], [-13.298450, 17.290480, 3.410521], [-11.790476, 18.294354, 3.201476], [-13.233821, 17.949587, 5.571250]], "atomic_forces_ev_per_a": [[-1.3, 0.8, -2.0], [-0.4, -0.1, 0.1], [0.3, -0.2, 0.5], [-0.4, 0.5, 0.8], [4.5, 1.2, 0.2], [-0.1, -1.5, -1.9], [-2.0, -2.3, 1.3], [2.3, 2.3, 2.6], [-4.1, 2.3, 1.4], [0.5, -1.2, -3.1], [-0.3, -1.4, 0.7], [1.6, -0.9, 1.0], [-0.6, 0.4, 0.7], [0.3, 0.9, -0.9], [-0.7, 0.5, -0.5], [0.3, 0.0, -0.9], [0.1, 0.0, -0.1], [0.1, 0.1, -0.4], [0.1, -0.1, -0.2], [-0.1, 0.2, -0.2], [-0.1, -0.4, -0.2], [0.0, -0.3, -0.4], [0.1, -0.4, 0.3], [0.1, 0.2, -0.2], [-0.1, -0.7, 0.3], [-0.1, 0.1, 0.1], [-0.1, -0.1, 0.3], [0.2, 0.4, 1.2], [1.6, 0.4, -0.2], [0.3, -1.3, 2.3], [-0.2, 0.3, -0.6], [0.0, -1.0, -2.2], [0.1, 0.3, 1.2], [-0.1, 0.0, -0.1], [-0.2, 0.3, -0.9], [-0.5, -0.5, -0.5], [-0.6, -0.1, 0.1], [0.0, 0.0, 0.1], [-0.4, 0.2, 0.1], [-0.2, 1.1, -0.3], [0.1, 0.4, 0.5], [0.6, -0.8, 0.3], [-0.2, 0.2, 0.2], [-0.4, 0.1, -0.5], [-0.2, -0.1, -0.6], [0.0, 0.0, 0.0], [-0.6, 0.3, 0.9], [-0.6, 0.3, -0.6], [0.4, -0.4, 0.0], [0.1, -0.6, -0.3], [0.3, 0.2, 0.1], [-0.1, 0.2, 0.0], [0.7, 1.0, -0.3], [-0.5, -1.8, 0.0], [-0.1, 0.7, 0.5], [-0.1, 0.4, -0.4], [0.4, 0.3, 0.2], [-0.4, -0.6, 0.0], [-1.1, 0.4, -0.6], [0.0, -0.2, -0.2], [0.5, -0.1, 0.1], [0.5, -0.3, 0.4], [-0.2, 0.2, 0.3], [0.3, 0.0, 0.1], [-0.8, 1.5, 0.4], [0.2, -0.3, -0.4], [0.6, -0.4, 0.2], [0.0, -0.2, 0.6], [-0.2, -0.1, -0.7], [0.2, -0.4, -0.2], [-1.8, 0.3, -0.4], [1.4, 0.0, 0.9], [-0.1, 0.1, 0.3], [0.6, 0.0, 0.0], [0.0, -0.6, -0.4], [-0.1, 0.3, -0.4], [0.6, -1.4, -0.9], [-0.3, 0.8, 0.5], [-0.3, 0.0, 0.2], [-0.1, -0.1, 0.0], [0.2, 0.3, -0.1], [0.0, 0.3, 0.4], [1.0, 1.0, -0.7], [-0.7, -0.7, -0.3], [0.3, -0.1, 0.7], [-0.2, -0.1, -0.1], [-0.3, -0.5, 0.2], [0.0, 0.4, 0.1], [-1.4, 1.1, 0.5], [0.9, -1.2, 0.0], [0.3, -0.2, 0.0], [0.2, 0.3, -0.5], [0.0, -0.4, 0.0], [0.0, 0.4, -0.1], [2.8, 0.3, 2.3], [-3.5, -0.7, -2.5], [-0.1, 0.6, -0.5], [0.3, -0.3, 0.1], [0.8, 0.4, 0.6], [-0.3, -0.2, -0.1], [0.0, -0.1, 0.8], [0.7, 0.2, 0.1], [0.2, -0.2, 0.1], [-0.2, -0.2, -0.4], [-0.1, 0.2, 0.0], [-0.2, 0.0, 0.0], [0.5, -0.9, -1.0], [-0.2, 0.3, 0.9], [0.4, -0.2, 0.3], [-0.2, 0.5, -0.4], [-0.4, 0.1, -0.1], [-0.2, 0.3, 0.3]], "mulliken_charge": [0.056, -0.121, -0.265, 0.016, 0.546, 0.088, -0.726, -0.320, 0.625, -0.380, -0.652, 0.231, -0.021, -0.131, -0.118, -0.490, 0.335, 0.320, -0.481, 0.246, 0.252, -0.487, 0.294, 0.233, -0.426, 0.252, 0.290, -1.635, 0.551, -0.494, -0.212, 0.735, -0.684, -0.325, 0.371, 0.358, 0.412, 0.274, 0.330, 0.317, -0.070, -0.581, 0.480, -0.100, -0.067, 0.288, -0.494, -0.630, 0.192, 0.419, 0.099, 0.305, 0.078, -0.539, 0.320, -0.128, -0.072, 0.325, -0.659, -0.451, 0.199, 0.243, 0.386, 0.277, -0.117, -0.534, -0.329, 0.294, 0.342, 0.317, -0.288, -0.484, 0.206, 0.362, -0.054, 0.178, 0.173, -0.530, -0.200, -0.170, 0.434, 0.316, -0.657, -0.444, 0.303, 0.225, 0.248, 0.355, -0.232, -0.553, 0.354, -0.007, 0.153, 0.293, -0.203, -0.572, 0.321, -0.246, 0.223, 0.625, -0.676, -0.598, 0.368, 0.248, 0.400, 0.286, -0.359, -0.554, 0.217, 0.041, 0.227, 0.315], "homo_ev": -6.57, "homo_lumo_gap_ha": 0.3098, "energy_ha": -3903.606487, "e_lumo_ev": 1.86, "largest_force_ev_per_a": 4.973, "charge": -1}